(1)
Density functional theory data (ωB97M-V/def2-TZVPD) for the molecule C27H26N6O4 at a distorted geometry.

Geometry as ORCA input:
```
! wB97M-V def2-TZVPD RIJCOSX def2/J DEFGRID3
* xyz 0 1
C -3.121 -2.026 -0.517
C -2.723 -1.807 -1.944
C -3.269 -2.582 -2.943
C -2.883 -2.430 -4.272
C -1.940 -1.498 -4.646
C -1.380 -0.690 -3.642
N -0.449 0.260 -3.958
C 0.232 1.055 -3.077
O 1.069 1.849 -3.481
C -0.139 0.874 -1.676
C -1.106 -0.007 -1.332
C -1.762 -0.835 -2.293
H -1.363 -0.122 -0.289
C 0.628 1.701 -0.687
N 1.729 0.964 -0.055
C 2.479 0.171 -1.025
C 1.756 -1.094 -1.309
N 1.457 -1.609 -2.480
N 0.811 -2.743 -2.241
N 0.705 -2.961 -1.000
N 1.296 -1.948 -0.358
C 1.429 -1.901 1.078
C 0.120 -1.728 1.775
C -0.580 -0.606 2.113
C -1.746 -1.057 2.776
C -1.666 -2.415 2.791
O -0.541 -2.829 2.188
H -2.318 -3.169 3.184
H -2.530 -0.453 3.184
H -0.286 0.406 1.926
H 2.081 -1.060 1.314
H 1.876 -2.848 1.401
H 3.455 -0.082 -0.597
H 2.649 0.698 -1.974
C 2.588 1.885 0.687
C 1.866 2.431 1.891
C 1.290 3.692 1.866
C 0.586 4.206 2.953
C 0.481 3.407 4.064
C 1.063 2.139 4.103
C 1.760 1.632 3.035
H 2.207 0.654 3.084
O 0.817 1.562 5.320
C 0.059 2.504 6.048
O -0.146 3.655 5.256
H -0.914 2.064 6.318
H 0.599 2.782 6.967
H 0.142 5.187 2.926
H 1.388 4.299 0.979
H 2.931 2.715 0.047
H 3.466 1.328 1.025
H 1.020 2.576 -1.231
H -0.032 2.047 0.114
H -0.153 0.336 -4.923
C -1.508 -1.354 -6.074
H -0.441 -1.556 -6.171
H -1.708 -0.349 -6.447
H -2.045 -2.061 -6.700
H -3.327 -3.065 -5.024
H -4.004 -3.333 -2.693
H -3.418 -1.096 -0.036
H -3.951 -2.726 -0.461
H -2.284 -2.449 0.038
*
```

Properties
energy above the lowest of the compared OMol25 structures with the same formula, charge and spin: 1.979 eV
structure (SMILES): Cc1ccc(C)c2[nH]c(=O)c(CN(Cc3ccc4c(c3)OCO4)Cc3nnnn3Cc3ccco3)cc12
electronic energy: -45550.5883 eV
HOMO energy: -8.03 eV

(2)
Density functional theory data (ωB97M-V/def2-TZVPD) for a cluster of 2 separate species, C3H6ClNO2 in total at a distorted geometry.

Geometry as ORCA input:
```
! wB97M-V def2-TZVPD RIJCOSX def2/J DEFGRID3
* xyz 0 1
C -1.779 -1.266 -0.273
C 0.693 0.282 0.744
C 0.535 -1.002 -0.044
N -2.760 -0.898 -0.761
O -0.726 -1.671 0.259
O -0.971 1.754 -1.325
Cl -2.478 1.722 -1.791
H 1.703 0.655 0.602
H 0.003 1.033 0.358
H 0.520 0.115 1.803
H 1.288 -1.751 0.220
H 0.581 -0.785 -1.113
H -2.863 0.408 -1.344
*
```

Properties
energy above the lowest of the compared OMol25 structures with the same formula, charge and spin: 5.118 eV
electronic energy: -21311.0021 eV
HOMO energy: -8.71 eV

(3)
Density functional theory data (ωB97M-V/def2-TZVPD) for a cluster of 3 separate species, CH8O2S2 in total at a distorted geometry.

Geometry as ORCA input:
```
! wB97M-V def2-TZVPD RIJCOSX def2/J DEFGRID3
* xyz 0 1
C -0.431 2.508 1.854
S -0.939 2.223 0.160
S -2.591 3.493 0.252
H -0.513 3.617 2.061
H 0.655 2.497 1.960
H -0.738 2.127 2.839
H -3.412 2.506 -0.189
H 0.320 -4.582 -2.680
H 0.928 -3.866 -1.585
O 1.151 -4.519 -2.264
H 1.482 -2.547 -1.227
H 2.462 -1.480 -0.684
O 1.626 -1.977 -0.496
*
```

Properties
energy above the lowest of the compared OMol25 structures with the same formula, charge and spin: 1.431 eV
structure (SMILES): CSS.O.O
electronic energy: -26931.0835 eV
HOMO energy: -8.69 eV

(4)
Density functional theory data (ωB97M-V/def2-TZVPD) for the ion C27H25N2O6S with charge -1 at a distorted geometry.

Geometry as ORCA input:
```
! wB97M-V def2-TZVPD RIJCOSX def2/J DEFGRID3
* xyz -1 1
C 3.526 1.391 5.683
O 2.451 0.449 5.503
C 1.715 0.463 4.358
C 0.783 -0.588 4.223
C 0.229 -0.852 2.990
C 0.510 -0.043 1.877
C 0.156 -0.528 0.434
C 1.025 0.206 -0.583
C 0.515 1.149 -1.517
O -0.650 1.578 -1.526
N 1.409 1.598 -2.521
C 0.899 2.460 -3.561
C 2.804 1.502 -2.412
O 3.578 2.037 -3.202
N 3.256 0.746 -1.323
C 4.678 0.560 -1.231
C 2.428 -0.098 -0.550
O 2.935 -0.994 0.133
C 1.243 1.131 2.082
C 1.883 1.382 3.297
H 3.873 1.179 6.696
H 4.341 1.219 4.961
H 3.167 2.430 5.610
H 0.611 -1.226 5.081
H -0.425 -1.716 2.878
H 0.580 -1.554 0.378
H 1.749 2.744 -4.178
H 0.154 1.930 -4.166
H 0.434 3.348 -3.121
H 4.937 0.411 -0.182
H 4.980 -0.324 -1.806
H 5.161 1.443 -1.643
H 1.363 1.860 1.272
H 2.561 2.234 3.397
C -3.000 0.984 -5.054
C -3.855 0.635 -4.001
C -3.401 -0.205 -2.980
C -2.079 -0.638 -3.003
S -1.448 -1.675 -1.634
C -1.229 -0.633 0.110
C -2.124 -1.380 1.085
C -3.000 -0.651 1.896
C -3.746 -1.314 2.878
C -3.645 -2.701 3.028
C -2.810 -3.431 2.174
C -2.014 -2.772 1.230
O -2.480 -2.679 -1.469
O -0.109 -2.074 -2.024
C -1.257 -0.401 -4.096
C -1.703 0.460 -5.104
H -3.336 1.669 -5.835
H -4.874 1.025 -3.962
H -4.051 -0.514 -2.162
H -1.663 0.296 -0.273
H -3.053 0.432 1.759
H -4.415 -0.730 3.510
H -4.212 -3.215 3.804
H -2.762 -4.519 2.223
H -1.293 -3.341 0.639
H -0.276 -0.873 -4.148
H -1.025 0.720 -5.921
*
```

Properties
energy above the lowest of the compared OMol25 structures with the same formula, charge and spin: 0.000 eV
structure (SMILES): COc1ccc([C@H](c2c([O-])n(C)c(=O)n(C)c2=O)[C@H](c2ccccc2)S(=O)(=O)c2ccccc2)cc1
electronic energy: -54507.1038 eV
HOMO energy: -4.04 eV

(5)
Density functional theory data (ωB97M-V/def2-TZVPD) for the molecule C4H7NO.

Geometry as ORCA input:
```
! wB97M-V def2-TZVPD RIJCOSX def2/J DEFGRID3
* xyz 0 1
O 1.912 0.686 0.403
C 0.941 0.219 -0.484
C 0.290 -1.180 -0.192
C -1.043 -0.467 -0.014
N -0.826 0.528 1.051
C -0.449 0.848 -0.337
H 1.450 0.759 1.255
H 1.352 0.288 -1.494
H 0.671 -1.697 0.693
H 0.320 -1.844 -1.060
H -2.040 -0.838 -0.231
H -1.712 0.987 1.253
H -0.866 1.712 -0.844
*
```

Properties
energy above the lowest of the compared OMol25 structures with the same formula, charge and spin: 2.607 eV
structure (SMILES): O[C@H]1C[C@H]2N[C@@H]12
electronic energy: -7797.0378 eV
HOMO energy: -9.43 eV

(6)
Density functional theory data (ωB97M-V/def2-TZVPD) for a structure of composition C29H34BaN7O4PSi2.

Geometry as ORCA input:
```
! wB97M-V def2-TZVPD RIJCOSX def2/J DEFGRID3
* xyz -2 1
Ba 0.510 0.842 0.333
C -1.497 -1.200 -4.691
N -0.746 -1.448 -3.482
C -1.015 -2.453 -2.590
C -0.158 -2.278 -1.540
N 0.615 -1.180 -1.771
C 0.247 -0.689 -2.933
P 0.958 0.796 -3.715
C 2.586 0.792 -2.865
N 2.812 0.830 -1.574
C 4.164 0.759 -1.417
C 4.767 0.679 -2.640
N 3.756 0.702 -3.566
C 3.921 0.627 -5.001
C 0.198 2.239 -2.893
N 0.708 2.889 -1.863
C -0.135 3.939 -1.622
C -1.161 3.913 -2.522
N -0.931 2.850 -3.346
C -1.941 2.273 -4.212
H -1.768 -2.154 -5.143
H -2.403 -0.632 -4.473
H -0.881 -0.642 -5.394
H -1.805 -3.164 -2.763
H -0.073 -2.834 -0.621
H 4.611 0.746 -0.437
H 5.800 0.601 -2.933
H 4.986 0.573 -5.217
H 3.432 -0.261 -5.401
H 3.503 1.509 -5.484
H 0.029 4.617 -0.802
H -2.065 4.493 -2.603
H -2.469 3.075 -4.727
H -1.459 1.638 -4.955
H -2.643 1.710 -3.590
O 0.333 4.229 3.621
C 0.143 3.369 2.753
O 0.955 2.543 2.253
C -1.285 3.334 2.151
C -2.318 4.080 2.709
C -3.554 4.074 2.087
C -3.723 3.361 0.908
C -2.648 2.636 0.415
N -1.475 2.617 1.046
C -2.746 1.886 -0.932
O -3.738 2.148 -1.643
O -1.800 1.106 -1.204
H -2.108 4.645 3.606
H -4.381 4.636 2.507
H -4.651 3.350 0.353
C -2.639 -2.686 1.254
Si -1.398 -1.418 2.083
C -2.630 -0.677 3.391
C -0.414 -2.677 3.210
C -1.148 -3.560 4.017
C -0.555 -4.501 4.843
C 0.833 -4.577 4.886
C 1.577 -3.712 4.101
C 0.998 -2.756 3.252
Si 2.201 -1.609 2.204
C 3.297 -0.919 3.655
C 3.449 -2.977 1.570
H -3.239 -3.247 1.982
H -2.101 -3.420 0.641
H -3.326 -2.149 0.591
H -3.168 -1.435 3.975
H -3.374 -0.059 2.875
H -2.101 -0.023 4.091
H -2.234 -3.507 3.996
H -1.165 -5.166 5.449
H 1.328 -5.302 5.527
H 2.661 -3.780 4.153
H 3.642 -1.699 4.346
H 2.748 -0.168 4.231
H 4.181 -0.417 3.242
H 3.891 -3.592 2.365
H 4.270 -2.486 1.034
H 2.959 -3.650 0.858
*
```

Properties
energy above the lowest of the compared OMol25 structures with the same formula, charge and spin: 1.310 eV
electronic energy: -74987.4419 eV
HOMO energy: 0.25 eV